C31H33ClN2O5RuS2Si | ωB97M-V/def2-TZVPD

Element x y z (Å)
Ru1 -0.144 0.318 -1.359
C1 5.121 -4.914 3.482
C2 4.198 -3.822 2.995
C3 3.429 -3.992 1.844
C4 2.608 -2.977 1.379
C5 2.536 -1.786 2.093
C6 3.302 -1.586 3.233
C7 4.127 -2.608 3.675
S1 1.526 -0.471 1.488
O1 1.808 0.671 2.301
O2 0.118 -0.996 1.824
N1 1.664 -0.380 -0.040
C8 2.936 0.277 -0.489
C9 2.809 0.946 -1.852
O3 3.853 1.187 -2.436
O4 1.606 1.243 -2.251
H1 5.008 -5.821 2.889
H2 4.920 -5.159 4.527
H3 6.162 -4.591 3.416
H4 3.485 -4.927 1.297
H5 2.046 -3.091 0.459
H6 3.243 -0.638 3.757
H7 4.733 -2.458 4.564
H8 3.748 -0.442 -0.565
H9 3.243 1.066 0.198
C10 -1.501 3.606 1.990
C11 -0.863 2.657 1.080
N2 -0.353 1.925 0.368
H10 -0.838 3.819 2.826
H11 -2.429 3.179 2.367
H12 -1.725 4.529 1.457
C12 -2.706 -0.934 1.204
Si1 -1.217 -2.001 1.420
C13 -0.834 -3.026 -0.065
C14 -1.388 -3.050 2.936
C15 -2.647 -3.286 3.497
C16 -2.798 -4.141 4.584
C17 -1.688 -4.777 5.124
C18 -0.425 -4.541 4.588
C19 -0.279 -3.685 3.505
H13 -3.573 -1.560 0.954
H14 -2.599 -0.225 0.387
H15 -2.932 -0.368 2.115
H16 -1.764 -3.270 -0.583
H17 -0.331 -3.957 0.210
H18 -0.217 -2.488 -0.779
H19 -3.528 -2.796 3.083
H20 -3.784 -4.314 5.004
H21 -1.805 -5.455 5.962
H22 0.447 -5.030 5.010
H23 0.718 -3.507 3.103
Cl1 -1.470 -0.979 -2.781
O5 -2.546 2.149 -1.731
S2 -1.293 2.394 -2.521
C20 -1.667 2.152 -4.248
C21 -0.617 1.942 -5.130
C22 -0.907 1.738 -6.471
C23 -2.229 1.732 -6.900
C24 -3.267 1.919 -5.992
C25 -2.989 2.129 -4.649
C26 -1.095 4.179 -2.548
C27 0.062 4.739 -3.076
C28 0.224 6.115 -3.023
C29 -0.756 6.909 -2.435
C30 -1.900 6.329 -1.898
C31 -2.072 4.950 -1.945
H24 0.407 1.904 -4.763
H25 -0.104 1.568 -7.177
H26 -2.453 1.562 -7.947
H27 -4.295 1.891 -6.330
H28 -3.775 2.250 -3.911
H29 0.830 4.104 -3.511
H30 1.119 6.570 -3.430
H31 -0.624 7.984 -2.389
H32 -2.659 6.953 -1.438
H33 -2.949 4.463 -1.532

## Properties
**Highest occupied orbital energy (alpha / beta)**: -7.95 / -8.25 eV
**Orbital gap (alpha / beta)**: 8.30 / 8.22 eV
**Maximum force**: 1.1 eV/A
**Relative energy (zero: lowest compared OMol25 entry of this formula, charge and spin)**: 109.83 kJ/mol
**Spin multiplicity**: 5